Arrangement 1

21
Properties=species:S:1:pos:R:3:mulliken_charge:R:1 method="wB97M-V/def2-TZVPD" homo_lumo_gap_ha=0.362 smiles=C[C@@H](CCO)NCO spin_multiplicity=1 lumo_ev=0.9193
C 0.38 -1.79 -0.63 -1.387
C 0.42 -0.36 -0.10 0.287
C 0.41 0.61 -1.25 -0.916
C 0.62 2.08 -0.88 -0.480
O 0.24 2.85 -2.03 -0.518
N -0.70 -0.05 0.81 -0.266
C -0.68 -0.77 2.05 -0.483
O -1.66 -1.81 2.05 -0.532
H 1.33 -2.10 -1.07 0.399
H 0.14 -2.50 0.14 0.403
H -0.39 -1.91 -1.40 0.327
H 1.33 -0.20 0.49 0.331
H -0.52 0.57 -1.80 0.349
H 1.19 0.32 -1.97 0.349
H -0.01 2.35 -0.03 0.305
H 1.67 2.26 -0.66 0.278
H 0.66 3.72 -1.96 0.313
H -1.57 -0.30 0.35 0.269
H -0.87 -0.10 2.89 0.417
H 0.29 -1.23 2.22 0.244
H -2.28 -1.65 2.77 0.308

Arrangement 2

21
Properties=species:S:1:pos:R:3:mulliken_charge:R:1 method="wB97M-V/def2-TZVPD" homo_lumo_gap_ha=0.365 smiles="C=CCO.CNCO" spin_multiplicity=1 lumo_ev=0.7597
C -0.48 -2.69 -0.08 -0.745
C 0.54 -2.32 -0.85 -0.037
C 0.27 -1.78 -2.23 -0.361
O 0.89 -0.47 -2.28 -0.523
H -0.31 -3.01 0.94 0.272
H -1.49 -2.67 -0.46 0.234
H 1.58 -2.42 -0.53 0.304
H 0.65 -2.37 -3.09 0.322
H -0.84 -1.70 -2.42 0.226
H 0.95 -0.17 -3.20 0.286
C 0.69 1.64 0.06 -0.420
N 0.40 1.72 1.56 -0.450
C -1.02 1.70 1.83 -0.295
O -1.14 2.09 3.21 -0.547
H 0.64 0.66 -0.29 -0.065
H 1.65 2.12 -0.11 0.327
H -0.04 2.34 -0.47 0.289
H 0.67 2.63 1.84 0.243
H -1.60 2.46 1.29 0.322
H -1.49 0.74 1.64 0.299
H -0.52 1.50 3.64 0.320

Of them, arrangement 2 has the lowest stability.

Arrangement 1

21
Properties=species:S:1:pos:R:3:mulliken_charge:R:1 method="wB97M-V/def2-TZVPD" homo_lumo_gap_ha=0.369 smiles="CCCCC(N)=O.O" spin_multiplicity=1 lumo_ev=0.5066
C 1.79 -2.08 1.15 -1.148
C 1.98 -0.59 1.44 -0.395
C 1.05 0.29 0.61 -0.414
C -0.38 0.42 1.18 -0.625
C -1.21 1.34 0.31 0.434
N -1.66 0.77 -0.84 -0.368
O -1.42 2.51 0.58 -0.619
H 2.47 -2.71 1.71 0.345
H 1.97 -2.27 0.09 0.301
H 0.75 -2.36 1.26 0.305
H 1.87 -0.37 2.49 0.323
H 2.99 -0.27 1.17 0.293
H 1.49 1.29 0.55 0.303
H 0.97 -0.10 -0.41 0.189
H -0.83 -0.57 1.25 0.314
H -0.37 0.80 2.21 0.337
H -2.00 1.38 -1.57 0.214
H -1.61 -0.21 -1.00 0.204
O -0.56 -1.70 -3.52 -0.625
H 0.33 -1.38 -3.70 0.321
H -1.02 -1.75 -4.36 0.309

Arrangement 2

21
Properties=species:S:1:pos:R:3:mulliken_charge:R:1 method="wB97M-V/def2-TZVPD" homo_lumo_gap_ha=0.260 spin_multiplicity=1 lumo_ev=0.7036
C 0.66 0.60 0.67 0.851
C -0.12 1.82 0.36 -1.622
C 1.30 -1.58 -0.42 -0.959
N 0.46 -0.38 -0.47 -0.259
O 2.09 0.75 0.83 -0.559
O 0.19 -0.05 1.83 -0.527
H 2.26 1.70 0.73 0.332
H 0.96 -0.21 2.38 0.341
H 0.63 0.14 -1.32 0.314
H -0.35 2.40 1.25 0.376
H 0.35 2.44 -0.41 0.428
H -1.34 1.19 -0.15 0.243
H 1.12 -2.09 0.53 0.354
H 2.35 -1.33 -0.51 0.327
H 1.00 -2.25 -1.24 0.350
C -1.30 -0.93 -0.61 -0.245
C -2.19 0.18 -0.62 -0.983
H -2.53 0.63 -1.55 0.340
H -1.16 -1.51 -1.53 0.338
H -1.31 -1.57 0.26 0.297
H -3.07 0.04 -0.01 0.264

Of them, arrangement 2 has the lowest stability.

Arrangement 1

21
Properties=species:S:1:pos:R:3:mulliken_charge:R:1 method="wB97M-V/def2-TZVPD" homo_lumo_gap_ha=0.372 smiles="CC(C)N(C)C=O.O" spin_multiplicity=1 lumo_ev=0.6409
C 0.97 0.55 -1.75 -1.483
C 0.23 -0.33 -0.72 0.154
C -1.14 -0.86 -1.15 -1.281
N 0.13 0.37 0.59 0.228
C 1.27 0.48 1.47 -1.101
C -0.71 1.49 0.60 -0.101
O -1.19 1.99 -0.38 -0.506
H 0.97 -0.01 -2.70 0.424
H 0.57 1.55 -1.84 0.304
H 2.02 0.46 -1.48 0.373
H 0.92 -1.18 -0.60 0.497
H -1.91 -0.15 -0.86 0.300
H -1.45 -1.87 -0.91 0.334
H -1.33 -0.82 -2.23 0.381
H 0.96 0.58 2.52 0.396
H 1.75 -0.50 1.55 0.354
H 1.96 1.29 1.24 0.336
H -0.97 1.81 1.62 0.394
O -1.35 -1.79 1.61 -0.630
H -0.47 -2.22 1.58 0.302
H -1.22 -0.85 1.82 0.325

Arrangement 2

21
Properties=species:S:1:pos:R:3:mulliken_charge:R:1 method="wB97M-V/def2-TZVPD" homo_lumo_gap_ha=0.359 smiles="C[C@@H](C=O)N(C)C.O" spin_multiplicity=1 lumo_ev=0.7749
C -0.82 1.80 -0.71 -1.421
C -0.39 0.44 -0.15 0.612
C -1.24 -0.56 -0.83 -0.314
O -2.21 -1.10 -0.36 -0.524
N 1.06 0.22 -0.43 -0.133
C 1.92 1.24 0.21 -0.883
C 1.39 -1.14 0.08 -1.017
H -1.90 1.96 -0.65 0.414
H -0.35 1.96 -1.67 0.370
H -0.38 2.61 -0.10 0.343
H -0.53 0.43 0.93 0.244
H -0.82 -0.81 -1.83 0.361
H 2.25 1.99 -0.54 0.271
H 1.33 1.88 0.85 0.280
H 2.80 0.71 0.57 0.375
H 0.55 -1.81 0.09 0.271
H 2.10 -1.20 0.90 0.348
H 2.05 -1.55 -0.71 0.365
O -2.30 -2.25 1.86 -0.633
H -1.67 -2.81 1.40 0.289
H -2.84 -2.00 1.09 0.381

Of them, arrangement 2 has the lowest stability.

Arrangement 1

21
Properties=species:S:1:pos:R:3:mulliken_charge:R:1 method="wB97M-V/def2-TZVPD" homo_lumo_gap_ha=0.359 smiles="CC(C)N(C)C=O.O" spin_multiplicity=1 lumo_ev=0.5397
C -1.71 -1.31 -0.77 -1.499
C -0.55 -0.52 -0.17 0.269
C -0.82 1.02 -0.27 -1.294
N 0.74 -0.85 -0.77 0.107
C 1.88 -1.05 0.13 -0.963
C 0.96 -0.76 -2.10 0.020
O 0.09 -0.51 -2.92 -0.544
H -2.54 -1.43 -0.08 0.408
H -2.14 -0.80 -1.63 0.318
H -1.43 -2.31 -1.11 0.336
H -0.52 -0.77 0.89 0.547
H -1.00 1.46 0.71 0.319
H -1.64 1.16 -0.97 0.311
H -0.11 1.66 -0.80 0.362
H 2.37 -0.11 0.40 0.306
H 1.47 -1.44 1.06 0.301
H 2.61 -1.71 -0.33 0.363
H 2.01 -0.91 -2.37 0.333
O -0.48 3.10 5.22 -0.647
H -0.18 3.89 4.73 0.323
H 0.34 2.55 5.28 0.323

Arrangement 2

21
Properties=species:S:1:pos:R:3:mulliken_charge:R:1 method="wB97M-V/def2-TZVPD" homo_lumo_gap_ha=0.236 spin_multiplicity=1 lumo_ev=-1.2463
N 0.93 -0.16 1.35 -0.293
C 0.02 0.17 0.50 0.992
C 0.38 0.98 -0.69 -1.117
C -3.67 -0.89 0.36 -1.232
C -2.38 -0.29 -0.07 0.042
C -1.23 -0.53 0.56 -0.481
H 1.87 0.18 1.13 0.309
H 0.87 -1.10 1.72 0.243
H -0.52 1.19 -1.27 0.367
H 1.09 0.39 -1.28 0.305
H -4.00 -1.68 -0.32 0.299
H -3.67 -1.30 1.37 0.348
H -4.44 -0.12 0.31 0.345
H -2.39 0.09 -1.09 0.279
H -1.36 -1.03 1.53 0.196
H 3.26 0.53 -0.63 0.365
H 3.81 -1.24 -0.80 0.175
O 3.10 -0.68 -0.47 -0.871
H 4.17 1.90 -0.97 0.213
H 0.90 1.90 -0.42 0.348
O 3.25 1.70 -0.80 -0.829

Of them, arrangement 2 has the lowest stability.